Entry 1:
ORCA calculation (ωB97M-V/def2-TZVPD) on a molecular structure, C32H32N5O3RuS3.

Atoms and positions in Å:
Ru 0.382 0.258 -1.280
C 2.532 -2.642 -0.810
C 1.272 -2.267 -0.083
N 0.275 -1.746 -0.849
N -0.976 -2.252 -0.474
C -1.988 -1.490 -0.592
S -1.916 0.197 -0.983
S -3.603 -2.202 -0.304
C -3.495 -2.652 1.464
C -4.156 -1.657 2.380
C -3.561 -0.427 2.654
C -4.230 0.516 3.419
C -5.494 0.245 3.929
C -6.081 -0.985 3.680
C -5.414 -1.926 2.905
C 1.160 -2.511 1.291
C 1.978 -3.525 1.903
C 1.895 -3.826 3.219
C 0.970 -3.102 4.039
C 0.198 -2.117 3.532
C 0.285 -1.711 2.135
O -0.304 -0.692 1.733
H 2.381 -3.619 -1.279
H 2.738 -1.938 -1.603
H 3.395 -2.697 -0.152
H -3.993 -3.618 1.537
H -2.434 -2.781 1.672
H -2.576 -0.217 2.256
H -3.767 1.477 3.610
H -6.020 0.991 4.512
H -7.062 -1.211 4.078
H -5.883 -2.882 2.699
H 2.637 -4.107 1.272
H 2.503 -4.611 3.646
H 0.887 -3.357 5.090
H -0.490 -1.557 4.155
O 3.903 0.125 -3.440
C 2.775 0.032 -2.957
N 2.381 0.306 -1.722
C 3.324 0.804 -0.752
C 2.565 1.243 0.480
C 3.203 1.494 1.683
C 2.448 1.842 2.791
C 1.073 1.939 2.675
C 0.500 1.690 1.444
N 1.226 1.356 0.368
C 1.595 -0.445 -3.798
C 1.790 -1.065 -5.009
C 0.676 -1.436 -5.752
C -0.585 -1.153 -5.262
C -0.710 -0.542 -4.023
N 0.361 -0.211 -3.304
H 3.921 1.626 -1.167
H 4.044 0.029 -0.459
H 4.280 1.416 1.740
H 2.932 2.021 3.742
H 0.445 2.180 3.520
H -0.569 1.740 1.296
H 2.805 -1.236 -5.339
H 0.794 -1.931 -6.707
H -1.476 -1.388 -5.826
H -1.668 -0.300 -3.587
O -0.754 2.446 -3.369
S 0.038 2.459 -2.116
C 1.521 3.421 -2.411
C 1.069 4.867 -2.250
C 0.248 4.883 -0.957
C -0.717 3.696 -1.034
H 1.883 3.145 -3.400
H 2.254 3.135 -1.653
H 0.440 5.147 -3.097
H 1.914 5.554 -2.212
H -0.297 5.818 -0.837
H 0.912 4.768 -0.097
H -1.658 3.919 -1.534
H -0.927 3.247 -0.068

The HOMO-LUMO gap (spin up / spin down) comes out at 6.8 / 6.2 eV. The calculation puts the energy at -3027.56559 a.u. Its relative energy (zero: lowest compared OMol25 entry of this formula, charge and spin) is 30.89 kcal/mol. Its highest occupied orbital energy (spin up / spin down) is -7.062 / -7.156 eV. The spin multiplicity is 2. Its expectation value of S² is 0.757.



Entry 2:
ORCA calculation (ωB97M-V/def2-TZVPD) on 2 unconnected molecules or ions with the total composition C32H32NO2.

Atoms and positions in Å:
C -5.241 -0.645 -3.098
C -4.816 0.626 -2.664
C -3.471 0.857 -2.382
C -2.505 -0.174 -2.514
C -1.117 0.094 -2.237
C -0.093 -0.781 -2.542
N 1.195 -0.455 -2.784
C 2.094 -1.570 -3.097
C 3.552 -1.207 -2.856
O 3.882 0.089 -3.360
C 3.054 1.154 -2.891
C 1.561 0.914 -3.132
C -2.947 -1.442 -2.976
C -4.296 -1.674 -3.250
H -6.301 -0.836 -3.292
H -5.546 1.435 -2.556
H -3.125 1.859 -2.117
H -0.873 1.100 -1.893
H -0.287 -1.856 -2.553
H 1.812 -2.403 -2.447
H 1.993 -1.892 -4.151
H 3.775 -1.291 -1.771
H 4.203 -1.895 -3.422
H 3.215 1.342 -1.807
H 3.402 2.027 -3.470
H 1.350 1.150 -4.195
H 0.987 1.614 -2.518
H -2.213 -2.219 -3.172
H -4.618 -2.664 -3.588
C -5.884 2.772 2.596
C -4.731 1.830 2.449
C -4.952 0.444 2.510
C -3.918 -0.435 2.270
C -2.597 0.015 1.967
C -1.672 -0.987 1.597
C -0.278 -0.884 1.344
C 0.386 0.291 0.892
C 1.774 0.327 0.837
C 2.491 -0.861 0.997
O 3.868 -0.898 0.761
C 4.698 -0.431 1.793
C 5.465 -1.384 2.468
C 6.164 -0.983 3.604
C 6.160 0.360 3.996
C 5.417 1.302 3.279
C 4.665 0.914 2.167
C 1.863 -2.070 1.324
C 0.506 -2.058 1.534
C -2.353 1.419 2.110
C -3.422 2.297 2.243
H -5.561 3.801 2.413
H -6.683 2.522 1.885
H -6.328 2.721 3.600
H -5.953 0.073 2.738
H -4.080 -1.511 2.358
H -2.049 -2.008 1.677
H -0.193 1.173 0.623
H 2.322 1.253 0.668
H 5.455 -2.417 2.115
H 6.721 -1.731 4.171
H 6.745 0.674 4.860
H 5.407 2.352 3.575
H 4.053 1.622 1.608
H 2.458 -2.976 1.429
H 0.009 -2.959 1.895
H -1.331 1.794 2.177
H -3.270 3.380 2.201

As for the net charge: +1. The HOMO-LUMO gap comes out at 3.7 eV. The calculation puts the energy at -1443.50111 a.u. Its relative energy (zero: lowest compared OMol25 entry of this formula, charge and spin) is 0.00 kcal/mol. Its highest occupied orbital energy is -9.215 eV.



Entry 3:
ORCA calculation (ωB97M-V/def2-TZVPD) on a molecular structure, C32H32NOOs.

Atoms and positions in Å:
C 2.714 -0.554 2.314
C 2.903 -1.174 1.049
C 2.671 -0.206 0.045
H 3.202 -2.199 0.882
C 2.298 1.004 0.682
C 2.325 0.790 2.081
H 2.028 1.926 0.180
C -0.690 -2.001 2.158
C 0.458 -2.579 1.524
C 0.248 -2.477 0.098
H 1.250 -3.137 2.010
C -1.093 -2.019 -0.119
C -1.643 -1.695 1.142
H 2.765 -0.363 -1.026
H 2.087 1.520 2.844
H 2.858 -1.021 3.284
H -2.653 -1.303 1.295
H 0.931 -2.847 -0.673
H -0.857 -1.960 3.236
Os 0.962 -0.512 1.194
C -1.866 -2.030 -1.441
C -3.229 -2.709 -1.237
C -1.113 -2.772 -2.555
H -3.100 -3.754 -0.930
H -3.789 -2.699 -2.181
H -3.838 -2.198 -0.480
H -0.996 -3.830 -2.294
H -0.125 -2.330 -2.734
H -1.696 -2.705 -3.480
C -2.122 -0.568 -1.911
C -0.883 0.234 -2.187
H -2.704 -0.032 -1.141
H -2.736 -0.593 -2.824
O 0.083 0.289 -1.393
N -0.840 0.952 -3.325
C 0.211 1.961 -3.516
H -1.692 1.050 -3.863
C 1.581 1.361 -3.704
C 2.691 2.013 -3.156
H 2.525 2.920 -2.570
C 3.976 1.520 -3.381
H 4.833 2.043 -2.951
C 4.159 0.383 -4.178
H 5.167 0.019 -4.378
C 3.050 -0.265 -4.731
H 3.183 -1.146 -5.361
C 1.759 0.227 -4.501
H 0.885 -0.252 -4.948
H 0.233 2.635 -2.647
H -0.070 2.548 -4.400
C -1.493 1.549 6.198
C -0.506 0.623 5.809
C -0.247 0.392 4.467
C -0.926 1.109 3.445
C -0.691 0.984 2.057
C -1.383 1.708 1.128
C -2.424 2.583 1.537
C -2.695 2.747 2.879
C -1.954 2.046 3.862
C -2.216 2.238 5.236
H -1.695 1.719 7.254
H 0.058 0.071 6.561
H 0.497 -0.363 4.187
H -1.148 1.636 0.067
H -2.996 3.120 0.780
H -3.481 3.423 3.215
H -3.001 2.945 5.516

As for the net charge: +1. The HOMO-LUMO gap (spin up / spin down) comes out at 4.4 / 6.1 eV. The calculation puts the energy at -1458.83184 a.u. Its highest occupied orbital energy (spin up / spin down) is -7.058 / -11.231 eV. The spin multiplicity is 5. Its expectation value of S² is 6.059.



Entry 4:
ORCA calculation (ωB97M-V/def2-TZVPD) on 6 unconnected molecules or ions with the total composition C32H33BN5O12S.

Atoms and positions in Å:
C 4.933 -0.736 1.005
O 3.501 -0.485 0.924
B 3.069 0.691 1.365
O 3.713 1.881 1.359
S 1.262 0.722 2.046
C 0.366 -0.348 0.900
H 5.053 -1.815 1.018
H 5.353 -0.335 1.923
H 5.442 -0.354 0.124
H 3.271 2.495 0.751
H 1.269 0.066 3.218
H 1.058 -1.038 0.427
H -0.412 -0.892 1.418
H -0.049 0.331 0.159
C 2.757 5.653 -4.045
C 3.359 4.560 -3.434
C 2.664 3.825 -2.489
C 1.369 4.200 -2.174
C 0.754 5.288 -2.769
C 1.459 6.017 -3.710
N 0.613 3.420 -1.190
O 1.173 2.470 -0.645
O -0.526 3.738 -0.958
H 3.302 6.222 -4.786
H 4.369 4.279 -3.697
H 3.126 2.973 -2.015
H -0.256 5.564 -2.505
H 0.995 6.870 -4.186
C -3.930 0.956 2.319
C -4.426 0.522 1.096
C -5.078 -0.698 1.010
C -5.224 -1.464 2.152
C -4.731 -1.050 3.376
C -4.080 0.171 3.456
N -5.924 -2.755 2.068
O -6.317 -3.114 0.975
O -6.055 -3.395 3.092
H -3.431 1.915 2.386
H -4.306 1.123 0.216
H -5.466 -1.038 0.061
H -4.856 -1.665 4.255
H -3.695 0.511 4.408
C 7.868 -3.044 1.371
C 8.259 -3.772 0.255
C 9.284 -3.306 -0.553
C 9.901 -2.114 -0.223
C 9.524 -1.372 0.880
C 8.497 -1.845 1.681
N 11.003 -1.621 -1.071
O 11.297 -2.281 -2.044
O 11.541 -0.585 -0.740
H 7.072 -3.416 2.004
H 7.768 -4.705 0.015
H 9.596 -3.863 -1.423
H 10.023 -0.443 1.113
H 8.192 -1.278 2.551
C -2.433 -7.415 1.965
C -1.162 -7.067 2.409
C -0.718 -5.762 2.287
C -1.565 -4.826 1.719
C -2.832 -5.152 1.266
C -3.264 -6.461 1.392
N -1.118 -3.438 1.607
O 0.002 -3.143 1.996
O -1.889 -2.627 1.133
H -2.777 -8.435 2.069
H -0.519 -7.813 2.854
H 0.266 -5.483 2.630
H -3.474 -4.404 0.824
H -4.251 -6.734 1.048
C -8.204 5.223 -3.753
C -7.516 4.179 -4.360
C -6.713 3.344 -3.602
C -6.616 3.571 -2.241
C -7.288 4.608 -1.618
C -8.087 5.438 -2.386
N -5.782 2.676 -1.427
O -5.184 1.782 -1.997
O -5.736 2.874 -0.228
H -8.835 5.869 -4.348
H -7.609 4.013 -5.424
H -6.176 2.529 -4.064
H -7.194 4.766 -0.555
H -8.621 6.252 -1.917

As for the net charge: +1. The HOMO-LUMO gap comes out at 8.2 eV. The calculation puts the energy at -2838.28522 a.u. Its relative energy (zero: lowest compared OMol25 entry of this formula, charge and spin) is 0.00 kcal/mol. Its highest occupied orbital energy is -11.472 eV.



Entry 5:
ORCA calculation (ωB97M-V/def2-TZVPD) on a molecular structure, C32H33BeIN5O4PS2.

Atoms and positions in Å:
Be -0.045 -0.996 1.850
N -0.218 -0.868 3.625
C -0.980 -1.999 4.058
C -1.621 -2.150 5.248
C -2.321 -3.354 5.518
C -2.363 -4.371 4.608
C -1.730 -4.219 3.349
C -1.741 -5.181 2.312
C -1.138 -4.897 1.122
C -0.534 -3.637 0.931
N -0.493 -2.732 1.878
C -1.064 -3.020 3.087
H -0.624 0.022 3.944
H 0.768 -0.944 3.919
H -1.588 -1.359 5.985
H -2.819 -3.465 6.471
H -2.888 -5.291 4.830
H -2.235 -6.131 2.470
H -1.136 -5.607 0.308
H -0.104 -3.349 -0.018
N -1.675 2.672 -8.845
C -1.315 2.094 -7.920
C -0.863 1.369 -6.759
C -0.359 0.078 -6.898
C 0.064 -0.620 -5.782
C 0.006 -0.017 -4.533
C -0.483 1.274 -4.389
C -0.931 1.962 -5.502
N 0.448 -0.723 -3.388
C 1.536 -1.568 -3.302
C 1.532 -2.039 -2.028
N 0.468 -1.515 -1.325
C -0.158 -0.742 -2.167
H -0.315 -0.378 -7.877
H 0.432 -1.632 -5.875
H -0.498 1.738 -3.412
H -1.316 2.968 -5.403
H 2.212 -1.709 -4.126
H 2.254 -2.688 -1.562
H -1.045 -0.169 -1.951
C 0.820 2.380 -0.151
C 0.215 3.126 1.023
C 0.939 2.852 2.325
O -1.216 2.895 1.091
P -2.064 1.754 1.827
S -2.012 1.835 3.771
S -1.694 -0.035 0.922
O -3.519 2.167 1.355
C -3.962 2.781 0.125
C -3.333 2.160 -1.106
C -3.774 4.284 0.188
H 1.860 2.689 -0.271
H 0.279 2.619 -1.070
H 0.793 1.305 0.008
H 0.261 4.197 0.814
H 1.007 1.783 2.523
H 0.440 3.325 3.169
H 1.953 3.247 2.241
H -5.031 2.560 0.130
H -2.253 2.322 -1.113
H -3.757 2.635 -1.994
H -3.520 1.089 -1.156
H -2.728 4.559 0.055
H -4.112 4.671 1.149
H -4.365 4.752 -0.601
I 7.832 0.354 -1.138
C 6.087 -0.013 -0.061
C 4.857 0.221 -0.658
C 3.699 -0.034 0.061
C 3.771 -0.507 1.365
C 5.009 -0.731 1.951
C 6.175 -0.489 1.240
C 2.516 -0.783 2.145
O 2.560 -1.089 3.331
O 1.433 -0.653 1.456
H 4.801 0.594 -1.672
H 2.727 0.124 -0.388
H 5.046 -1.092 2.970
H 7.140 -0.665 1.694

The HOMO-LUMO gap comes out at 7.5 eV. The calculation puts the energy at -3264.44732 a.u. Its highest occupied orbital energy is -8.076 eV.



Entry 6:
ORCA calculation (ωB97M-V/def2-TZVPD) on a molecular structure, C32H33BrCrN4O3S.

Atoms and positions in Å:
Cr -0.122 0.553 -0.344
C 4.273 0.966 -0.761
O 3.572 2.212 -0.762
C 2.307 1.948 -0.651
N 1.934 0.697 -0.629
C 3.142 -0.097 -0.858
C 3.423 -1.250 0.070
C 2.604 -1.596 1.138
C 2.991 -2.603 2.006
C 4.202 -3.263 1.813
C 5.026 -2.909 0.752
C 4.629 -1.926 -0.129
C 1.285 2.985 -0.739
C 1.480 4.336 -1.021
C 0.363 5.116 -1.312
C -0.904 4.537 -1.338
C -1.008 3.190 -1.003
N 0.063 2.444 -0.689
C -2.187 2.337 -1.024
N -2.043 1.093 -0.646
C -3.345 0.442 -0.801
C -4.222 1.574 -1.412
O -3.359 2.716 -1.439
C -3.289 -0.790 -1.673
C -4.141 -1.860 -1.408
C -4.165 -2.951 -2.261
C -3.355 -2.967 -3.387
C -2.486 -1.915 -3.641
C -2.448 -0.827 -2.784
H 4.830 0.890 0.179
H 4.972 0.955 -1.600
H 3.080 -0.482 -1.888
H 1.681 -1.042 1.294
H 2.365 -2.871 2.845
H 4.499 -4.051 2.489
H 5.982 -3.391 0.620
H 5.257 -1.658 -0.964
H 2.477 4.750 -1.039
H 0.482 6.156 -1.576
H -1.781 5.100 -1.622
H -3.720 0.161 0.191
H -5.097 1.819 -0.808
H -4.551 1.357 -2.435
H -4.803 -1.824 -0.556
H -4.834 -3.774 -2.056
H -3.412 -3.794 -4.076
H -1.870 -1.935 -4.525
H -1.796 0.019 -2.996
Br -1.842 -1.532 1.690
C -0.963 -2.334 0.223
C -1.042 -3.697 0.001
C -0.379 -4.215 -1.103
C 0.330 -3.341 -1.922
C 0.348 -1.997 -1.608
N -0.279 -1.476 -0.538
H -1.600 -4.330 0.675
H -0.417 -5.271 -1.321
H 0.870 -3.697 -2.784
H 0.885 -1.289 -2.229
C 1.426 0.824 4.465
C 0.369 0.255 3.554
S 0.206 1.314 2.035
O 1.512 1.906 1.804
C -0.883 2.682 2.610
C -2.330 2.270 2.740
H 1.542 0.150 5.312
H 1.146 1.798 4.853
H 2.382 0.911 3.958
H -0.610 0.220 4.023
H 0.647 -0.740 3.214
H -0.733 3.490 1.893
H -0.461 2.994 3.566
H -2.759 2.001 1.777
H -2.912 3.096 3.149
H -2.439 1.429 3.419

As for the net charge: +3. The HOMO-LUMO gap (spin up / spin down) comes out at 5.3 / 5.9 eV. The calculation puts the energy at -5699.66208 a.u. Its relative energy (zero: lowest compared OMol25 entry of this formula, charge and spin) is 21.62 kcal/mol. Its highest occupied orbital energy (spin up / spin down) is -16.527 / -16.527 eV. The spin multiplicity is 2. Its expectation value of S² is 0.777.



energy of number 4 (C32H33BN5O12S)?
-2838.28522 a.u.



The highest energy belongs to which entry?
C32H32NO2



What is the energy in the second record?
-1443.50111 a.u.